{"formula": "C12H16N2O", "method": "ωB97M-V/def2-TZVPD", "symbols": ["C", "C", "C", "C", "C", "C", "C", "C", "C", "N", "H", "H", "H", "H", "H", "H", "H", "H", "H", "C", "C", "C", "O", "N", "H", "H", "H", "H", "H", "H", "H"], "xyz": [[-2.789004, -0.911282, -1.295646], [-1.067134, 0.963623, -0.724188], [-1.643880, 0.005197, -1.624829], [0.078699, 1.462954, -1.389283], [-0.922044, 0.023316, -2.770339], [-0.484526, 2.317211, 1.189853], [0.721261, 2.719991, 0.528970], [-1.329172, 1.435366, 0.569885], [0.991231, 2.307684, -0.754840], [0.145799, 0.896264, -2.626603], [-0.621038, 2.901165, 2.082123], [1.365683, 3.389705, 1.086176], [-2.270725, 1.134177, 1.007663], [1.806087, 2.746377, -1.324271], [-3.013639, -1.447347, -2.182428], [-3.711524, -0.397597, -1.019940], [-1.081747, -0.617813, -3.623973], [0.663910, 1.226040, -3.420890], [-2.558052, -1.550274, -0.442228], [1.957335, -1.577182, 1.028714], [1.059340, -2.293233, -0.016533], [1.277720, -1.600083, 2.381580], [0.811051, -2.625399, 2.832619], [1.255200, -0.397978, 3.034398], [2.842786, -2.162374, 1.248429], [2.136373, -0.564306, 0.709344], [0.036621, -2.358202, 0.345608], [1.390899, -3.329934, -0.080195], [0.573435, -0.365328, 3.778807], [1.272974, 0.399581, 2.417501], [1.106069, -1.730314, -0.945470]], "forces_ev_per_angstrom": [[0.2, 0.9, 0.4], [1.4, 0.2, -0.4], [-1.0, -0.1, 0.8], [0.0, 0.2, 0.7], [-0.1, -0.1, 0.5], [1.7, 0.7, -1.0], [-0.9, -0.4, 0.3], [-1.0, -0.3, 0.1], [0.1, 0.7, -0.4], [-0.3, -0.5, -0.9], [-0.8, -0.6, 0.6], [0.1, 0.1, -0.3], [0.0, 0.0, 0.3], [0.2, -0.3, 0.2], [-0.3, -1.0, -0.6], [0.1, 0.3, 0.0], [0.2, 0.3, -0.2], [0.3, 0.1, 0.2], [0.1, -0.3, -0.2], [-1.2, -0.7, 0.4], [0.5, 0.0, 0.8], [-0.2, 0.0, -0.4], [0.0, 0.1, 0.3], [-0.3, -0.1, 0.0], [0.6, 0.2, -0.5], [0.6, 0.3, 0.0], [-0.2, 0.3, -0.1], [0.0, 0.1, -0.6], [0.1, 0.1, 0.1], [0.0, 0.2, 0.2], [-0.1, -0.4, -0.2]], "smiles": "Cc1c[nH]c2ccccc12.CCC(N)=O", "mol_weight_g_mol": 204.27, "e_lumo_ev": 0.768, "orbital_gap_ev": 9.0, "total_charge": 0, "homo_ha": -0.3024, "relative_energy_kcal_mol": 6.9, "largest_force_ev_per_a": 2.12}

{"formula": "C8H16N2O", "method": "ωB97M-V/def2-TZVPD", "symbols": ["C", "C", "C", "C", "C", "C", "C", "N", "C", "O", "N", "H", "H", "H", "H", "H", "H", "H", "H", "H", "H", "H", "H", "H", "H", "H", "H"], "xyz": [[2.285528, 0.990811, 0.554616], [1.990724, -0.517254, 0.450954], [1.670574, -1.043484, -0.966270], [0.237921, -1.538243, -1.214712], [-0.943366, -0.534877, -1.142147], [-1.824957, -0.604061, 0.128425], [-1.416612, 0.611122, 0.976942], [-2.424967, 1.108809, 1.908108], [-1.027204, 1.615899, -0.109693], [-1.097022, 2.829546, -0.065741], [-0.566068, 0.878050, -1.169869], [3.359543, 1.171119, 0.433928], [1.773769, 1.560262, -0.222356], [1.989836, 1.403970, 1.523117], [1.193142, -0.815422, 1.140504], [2.883790, -1.043641, 0.809020], [1.971241, -0.308260, -1.723696], [2.308958, -1.918560, -1.142690], [0.211994, -1.999112, -2.208709], [0.039686, -2.354951, -0.507413], [-1.572875, -0.728730, -2.016487], [-1.779759, -1.556963, 0.660598], [-2.865882, -0.435282, -0.179352], [-0.511866, 0.363550, 1.539839], [-2.164892, 0.865378, 2.854674], [-3.313181, 0.650908, 1.735465], [-0.408054, 1.349414, -2.047055]], "forces_ev_per_angstrom": [[0.1, -0.1, -0.1], [0.2, 0.0, 0.0], [0.1, -0.1, 0.0], [0.0, 0.0, 0.1], [0.1, 0.0, 0.0], [-0.1, 0.3, -0.1], [-0.3, -0.3, 0.2], [0.2, -0.4, -0.1], [0.1, 0.7, -0.1], [0.2, -0.8, 0.0], [-0.2, 0.0, -0.1], [-0.2, 0.0, 0.0], [-0.1, 0.0, 0.1], [0.1, -0.1, -0.1], [0.0, 0.1, -0.1], [-0.2, 0.0, 0.0], [-0.1, 0.0, 0.1], [-0.1, 0.1, -0.1], [0.1, 0.0, 0.1], [0.0, 0.1, -0.1], [0.0, -0.1, 0.1], [0.1, 0.1, -0.1], [0.1, -0.1, 0.1], [0.1, 0.2, -0.1], [0.0, 0.1, 0.0], [0.0, 0.2, 0.0], [0.1, 0.0, 0.1]], "smiles": "CCCC[C@H]1C[C@H](N)C(=O)N1", "mol_weight_g_mol": 156.23, "e_lumo_ev": 0.836, "orbital_gap_ev": 10.0, "total_charge": 0, "homo_ha": -0.3360, "relative_energy_kcal_mol": 0.0, "largest_force_ev_per_a": 0.84}

{"formula": "C5H5NO", "method": "ωB97M-V/def2-TZVPD", "symbols": ["C", "C", "C", "O", "N", "C", "C", "H", "H", "H", "H", "H"], "xyz": [[-0.888983, 0.585724, 0.195556], [-0.920962, -0.116341, 1.504864], [2.119378, -0.338075, -2.088920], [-2.042729, 1.094858, -0.324433], [0.093267, -0.615270, 2.070902], [0.096411, 0.168443, -0.597464], [1.079771, -0.073237, -1.336002], [-2.730997, 1.101681, 0.355773], [-0.067832, -0.939949, 3.018685], [-1.893325, 0.002183, 2.001217], [3.013994, -0.764410, -1.656092], [2.142006, -0.105606, -3.144086]], "forces_ev_per_angstrom": [[0.6, -2.7, -0.7], [-0.3, 1.4, 1.1], [0.1, 0.0, 0.1], [0.0, 0.4, 0.4], [0.2, 0.1, -0.4], [-0.7, 1.4, 0.1], [0.5, -0.2, -0.4], [0.2, 0.1, -0.1], [-0.4, -0.1, -0.1], [-0.1, -0.3, 0.2], [0.0, -0.1, 0.0], [-0.1, 0.1, 0.0]], "smiles": "[H]/N=C/C(O)=C=C=C", "mol_weight_g_mol": 95.10, "e_lumo_ev": -0.241, "orbital_gap_ev": 8.0, "total_charge": 0, "homo_ha": -0.3044, "relative_energy_kcal_mol": 84.0, "largest_force_ev_per_a": 2.86}

{"formula": "C3H10N3O", "method": "ωB97M-V/def2-TZVPD", "symbols": ["C", "C", "N", "H", "H", "H", "H", "H", "H", "N", "C", "N", "O", "H", "H", "H", "H"], "xyz": [[-0.843191, -1.395572, 1.633079], [-0.996821, -1.835568, -0.719208], [-0.461046, -1.192699, 0.232021], [-1.268697, -0.451250, 1.979396], [0.054742, -1.582982, 2.215337], [-1.574241, -2.189234, 1.736335], [-1.761808, -2.568998, -0.492018], [-0.663651, -1.701436, -1.737702], [0.349013, -0.526597, 0.066829], [-0.172143, 2.008539, -1.100253], [0.903935, 2.001278, -0.227278], [1.573134, 0.743689, -0.209580], [1.182668, 2.891453, 0.516729], [-0.584191, 2.921651, -1.157987], [-0.008234, 1.634558, -2.019815], [1.912406, 0.480235, -1.135648], [2.358124, 0.762934, 0.419761]], "forces_ev_per_angstrom": [[0.0, 0.8, 0.1], [0.2, -0.1, 0.2], [0.0, -0.6, 0.1], [0.0, -0.1, 0.1], [0.0, -0.2, 0.0], [0.1, -0.1, -0.1], [-0.1, 0.1, -0.1], [0.0, 0.2, -0.1], [-0.3, 0.1, -0.1], [0.2, 0.0, 0.0], [-0.2, -0.1, -0.3], [0.0, -0.5, -0.6], [0.0, 0.1, 0.4], [-0.2, 0.4, 0.0], [0.0, -0.3, -0.1], [0.0, 0.0, 0.2], [0.3, 0.2, 0.2]], "mol_weight_g_mol": 104.13, "e_lumo_ev": -4.647, "orbital_gap_ev": 9.4, "total_charge": 1, "homo_ha": -0.5145, "relative_energy_kcal_mol": 36.2, "largest_force_ev_per_a": 0.79}

{"formula": "C6H10O", "method": "ωB97M-V/def2-TZVPD", "symbols": ["O", "C", "C", "C", "C", "C", "C", "H", "H", "H", "H", "H", "H", "H", "H", "H", "H"], "xyz": [[-0.247290, 2.406429, -1.676701], [0.354061, 1.361080, -1.547177], [-0.421591, 0.955126, 0.922485], [-0.501072, -0.363866, 1.717965], [0.639087, -1.247786, 1.161050], [0.878954, -0.662373, -0.205963], [0.297933, 0.534787, -0.335094], [-1.341415, -0.423959, -3.191675], [0.990418, 0.967795, -2.367655], [-1.398913, 1.400791, 0.715366], [0.167437, 1.718565, 1.447693], [-1.462066, -0.848415, 1.513745], [-0.434348, -0.214899, 2.799043], [1.554907, -1.165392, 1.763730], [0.379243, -2.311406, 1.130807], [1.470987, -1.153501, -0.976255], [-0.926332, -0.952977, -2.871365]], "forces_ev_per_angstrom": [[0.2, -0.4, 0.1], [-0.1, 0.3, -0.1], [0.0, 0.0, 0.0], [0.0, 0.0, 0.1], [0.0, 0.0, 0.0], [0.0, 0.1, 0.0], [0.0, -0.1, 0.0], [0.0, -0.1, 0.0], [-0.1, 0.0, 0.1], [0.1, -0.1, 0.0], [-0.1, -0.1, -0.1], [0.1, 0.1, 0.0], [0.0, 0.0, -0.1], [-0.1, 0.0, -0.1], [0.0, 0.1, 0.0], [-0.1, 0.1, 0.1], [-0.1, 0.1, -0.1]], "smiles": "O=CC1=CCCC1.[H][H]", "mol_weight_g_mol": 98.14, "e_lumo_ev": 0.506, "orbital_gap_ev": 10.1, "total_charge": 0, "homo_ha": -0.3543, "relative_energy_kcal_mol": 25.3, "largest_force_ev_per_a": 0.43}

{"formula": "C8H29O9P", "method": "ωB97M-V/def2-TZVPD", "symbols": ["C", "O", "H", "H", "H", "H", "C", "O", "H", "H", "H", "H", "C", "O", "H", "H", "H", "H", "C", "O", "H", "H", "H", "H", "C", "O", "H", "H", "H", "H", "C", "O", "P", "O", "O", "C", "O", "C", "H", "H", "H", "H", "H", "H", "H", "H", "H"], "xyz": [[-2.831120, 4.880861, 2.524989], [-3.206640, 5.030681, 1.170729], [-2.519770, 3.844781, 2.657989], [-2.235370, 5.648701, 3.018549], [-3.743780, 4.793141, 3.114439], [-3.436780, 5.949101, 1.012159], [-2.159540, -1.861249, 1.103599], [-1.194160, -1.553289, 2.014899], [-2.669100, -0.985809, 0.701059], [-1.795910, -2.540469, 0.332529], [-2.944410, -2.435089, 1.596329], [-1.573680, -1.029019, 2.723919], [0.208770, 3.241581, 3.984189], [-0.665570, 3.889791, 4.887379], [-0.074600, 3.384671, 2.941439], [1.268990, 3.445341, 4.134269], [-0.039230, 2.184691, 4.082099], [-0.962120, 3.224461, 5.512679], [-1.678610, 1.875251, 0.203729], [-2.457380, 2.573761, -0.686761], [-2.147750, 2.291071, 1.095409], [-1.877290, 0.813001, 0.061399], [-0.673010, 2.286301, 0.114739], [-2.653700, 3.449151, -0.345071], [1.862250, -0.043859, 0.308269], [1.386800, 0.068161, 1.694429], [2.643500, 0.671241, 0.050639], [2.035510, -1.096049, 0.082469], [0.925620, 0.114011, -0.226411], [0.568490, -0.429619, 1.629669], [-0.465150, -1.690459, -2.413501], [0.980610, -1.468209, -2.738611], [1.924800, -2.646469, -3.303251], [1.320490, -3.315419, -4.449481], [3.275940, -1.899959, -3.725151], [4.315940, -2.661919, -4.358621], [2.287560, -3.490029, -1.991121], [2.002300, -4.846939, -1.983781], [-1.097230, -1.351939, -3.234451], [-0.758430, -1.264969, -1.453781], [-0.759470, -2.730739, -2.274651], [4.102910, -3.715279, -4.540691], [5.237580, -2.599369, -3.780041], [4.686500, -2.229419, -5.287991], [2.820080, -5.565059, -1.923501], [1.475570, -5.213989, -2.864651], [1.289610, -4.995159, -1.172481]], "forces_ev_per_angstrom": [[-1.7, -1.2, 1.0], [0.6, 0.3, -0.4], [1.1, 0.3, -0.2], [0.5, -0.2, -0.6], [-0.4, 0.6, 0.3], [-0.1, 0.0, -0.1], [-2.2, -0.9, -0.5], [2.0, 0.6, 0.9], [0.2, 0.1, -0.4], [0.4, 0.4, -0.1], [-0.3, -0.2, 0.0], [0.0, 0.0, 0.0], [-0.8, -1.4, -0.3], [-0.1, 0.7, 0.1], [0.1, 0.8, 0.0], [-0.1, 0.0, 0.1], [0.9, -0.4, 0.0], [0.0, 0.2, 0.0], [-0.6, 1.6, 1.2], [-1.5, 0.7, -3.1], [0.9, -1.2, 1.4], [0.7, 0.1, 0.2], [0.6, -1.0, 0.3], [0.0, 0.1, 0.1], [-2.2, -0.5, 0.9], [1.1, 0.1, -0.8], [-0.1, -0.3, 0.2], [1.0, 0.1, 0.0], [0.4, 0.7, -0.9], [-0.3, -0.2, 0.6], [0.7, -0.7, -0.4], [-0.5, -0.4, 0.6], [-0.6, 1.6, -0.4], [-0.2, -1.1, 0.1], [-0.3, -0.1, 0.5], [1.2, 0.0, 0.0], [0.7, 1.0, -1.0], [-1.6, -2.2, 0.2], [0.4, 0.4, 0.1], [0.6, 0.7, -0.3], [0.7, -0.4, -0.3], [-0.5, 0.1, 0.1], [-0.3, -0.1, 0.7], [-1.0, 0.3, -0.3], [0.6, 0.7, 0.5], [-0.1, 0.6, -0.4], [0.3, -0.4, 0.3]], "smiles": "COP(=O)(OC)OC.CO.CO.CO.CO.CO", "mol_weight_g_mol": 300.28, "e_lumo_ev": 0.412, "orbital_gap_ev": 10.1, "total_charge": 0, "homo_ha": -0.3578, "relative_energy_kcal_mol": 43.1, "largest_force_ev_per_a": 3.50}